Run i
DFT (ωB97M-V/def2-TZVPD) results for a 2-piece molecular cluster, CH6OS2 overall.

Last column: Mulliken charge in e.
Geometry (Å):
C  -0.69865  2.14225  1.40559  -0.77
S  -0.45697  0.75560  0.30487  -0.03
S  -0.53298  1.48930  -1.55517  -0.21
H  0.02422  2.12752  2.22309  0.28
H  -1.70500  2.24077  1.76357  0.30
H  -0.53130  3.10265  0.89957  0.29
H  -1.83447  1.35425  -1.90411  0.15
O  2.49935  -5.55557  0.95648  -0.64
H  3.20373  -5.30859  0.33677  0.32
H  2.49079  -6.51536  0.87106  0.32

Values from the calculation:
SMILES string: CSS.O
HOMO: -0.3347 Eh
M: 98.2 g/mol
Total charge: 0

Run ii
DFT (ωB97M-V/def2-TZVPD) results for a 2-piece molecular cluster, CH6OS2 overall.

Last column: Mulliken charge in e.
Geometry (Å):
C  0.64889  -0.60488  -1.80046  -0.44
O  1.76534  0.25088  -1.89165  -0.49
H  1.05028  -1.62376  -2.23587  0.25
H  -0.21896  0.01794  -2.00304  0.24
H  0.72915  -0.82642  -0.69506  0.14
H  1.67778  0.84361  -1.18146  0.30
S  -1.29854  1.33416  2.00793  -0.12
S  -1.76218  -0.54648  2.73254  -0.17
H  -0.49659  1.30376  0.99400  0.11
H  -2.09518  -0.14881  4.07306  0.19

Values from the calculation:
SMILES string: CO.SS
HOMO: -0.3238 Eh
M: 98.2 g/mol
Total charge: 0

Run iii
DFT (ωB97M-V/def2-TZVPD) results for a 3-piece molecular cluster, CH6OS2 overall.

Last column: Mulliken charge in e.
Geometry (Å):
C  1.14660  0.42960  1.47616  -0.67
S  -0.36176  0.25580  0.64883  -0.11
S  -0.39108  -1.53611  -0.36140  -0.14
H  2.69035  -0.35361  0.90623  0.18
H  1.56552  1.46555  1.43371  0.30
H  1.03873  0.03340  2.50620  0.29
H  0.91134  -1.51925  -0.67846  0.17
H  -0.16755  1.15106  -1.09786  0.31
H  0.28012  2.53159  -1.35588  0.31
O  -0.10316  1.79433  -1.85487  -0.64

Values from the calculation:
HOMO: -0.3256 Eh
M: 98.2 g/mol
Total charge: 0

Which is the most stable structure? run i is the most stable.

Run i
DFT (ωB97M-V/def2-TZVPD) results for C2H6S as an isolated structure.

Last column: Mulliken charge in e.
Geometry (Å):
C  -1.45998  0.40546  0.00329  -0.87
C  1.38315  0.41918  0.01240  -0.71
H  -1.77811  0.82499  1.00056  0.28
H  -1.26682  1.22529  -0.66732  0.28
H  -2.30202  -0.10323  -0.28891  0.34
H  1.83097  1.02222  -1.03019  0.24
H  1.07676  1.42428  0.61475  0.23
H  2.47780  -0.12406  0.57584  0.25
S  0.02640  -0.57608  -0.01868  -0.05

Values from the calculation:
HOMO: -0.3058 Eh
M: 62.1 g/mol
Total charge: 0

Run ii
DFT (ωB97M-V/def2-TZVPD) results for an isolated molecule of C2H6S.

Last column: Mulliken charge in e.
Geometry (Å):
C  1.59732  0.25163  -1.16768  -1.01
C  1.35298  -0.46961  0.16253  -0.41
S  0.09562  0.34932  1.22939  -0.22
H  2.38356  -0.24201  -1.68191  0.32
H  1.95367  1.26829  -0.99400  0.29
H  0.66916  0.17623  -1.76457  0.32
H  2.32175  -0.58112  0.68204  0.31
H  1.05886  -1.49296  -0.10507  0.29
H  -0.94186  0.45276  0.37124  0.11

Values from the calculation:
SMILES string: CCS
HOMO: -0.3332 Eh
M: 62.1 g/mol
Total charge: 0

Which is the most stable structure? run ii is the most stable.

Run i
DFT (ωB97M-V/def2-TZVPD) results for a 2-piece molecular cluster, C6H11N3O overall.

Last column: Mulliken charge in e.
Geometry (Å):
C  2.55589  -1.08278  -0.28555  -1.30
C  1.74971  0.08058  0.18569  0.99
C  1.70006  1.31200  -0.38330  -0.69
N  0.89977  2.07921  0.43533  -0.03
C  0.63906  1.32832  1.54112  -0.28
N  1.09307  0.11815  1.39246  -0.58
H  3.62530  -0.88166  -0.17138  0.33
H  2.39267  -1.21348  -1.36476  0.32
H  2.30627  -2.03667  0.16543  0.32
H  1.96231  1.64606  -1.37031  0.36
H  0.79201  3.05420  0.21398  0.17
H  0.01845  1.73756  2.32161  0.40
C  -2.09130  -1.64534  0.36148  -0.69
C  -2.66423  -0.42515  -0.29776  0.46
N  -1.75107  0.25365  -1.15452  -0.40
O  -3.83493  -0.14833  -0.21656  -0.55
H  -1.00433  -1.59982  0.45206  0.20
H  -2.23713  -2.43341  -0.39555  0.26
H  -2.63776  -1.84592  1.27260  0.28
H  -2.11507  0.62565  -2.03122  0.27
H  -1.39874  1.07717  -0.67085  0.16

Values from the calculation:
SMILES string: Cc1c[nH]cn1.CC(N)=O
HOMO: -0.3242 Eh
M: 141.2 g/mol
Total charge: 0

Run ii
DFT (ωB97M-V/def2-TZVPD) results for a 2-piece molecular cluster, C6H11N3O overall.

Last column: Mulliken charge in e.
Geometry (Å):
H  -3.17018  -1.28022  -2.64622  0.24
N  -2.31279  -1.11856  -2.03696  -0.53
C  -2.60798  -0.57424  -0.92004  -0.65
C  -1.63309  -0.24082  -0.03076  0.10
C  -0.85460  -0.13046  0.87557  0.56
C  0.17562  0.18240  1.82515  -0.42
C  1.37223  0.84295  1.13242  -0.77
C  1.18619  2.24939  0.45199  -1.17
H  -3.66506  -0.51042  -0.37186  0.23
H  -0.27830  0.78738  2.70438  0.31
H  0.55157  -0.78767  2.11568  0.26
H  2.23582  1.02433  1.87395  0.31
H  1.82544  0.04844  0.57235  0.44
H  0.80726  2.82584  1.27243  0.34
H  2.18085  2.53416  0.18773  0.36
H  0.40810  2.22981  -0.25340  0.35
N  0.45031  -1.30259  -1.52413  0.01
N  0.79607  -2.48218  -1.25983  -0.08
O  1.89922  -2.61226  -0.73052  -0.47
H  1.00745  -0.56214  -1.16499  0.12
H  -0.37410  -1.12314  -2.07294  0.45

Values from the calculation:
SMILES string: [H]/N=C/C#CCCC.NN=O
HOMO: -0.3204 Eh
M: 141.2 g/mol
Total charge: 0

Which is the most stable structure? run i is the most stable.